No. 1
Formula: C16H15F9INO5P2S
Source: OMol25
Level of theory: ωB97M-V/def2-TZVPD

```
50
Properties=species:S:1:pos:R:3
H -6.22 -3.66 1.04
I -3.55 -5.73 -0.10
F -1.77 2.85 0.00
O -4.23 -0.85 -2.09
C -1.65 1.52 -0.71
H -5.04 -2.54 2.00
H 6.40 2.92 -3.11
C 4.38 3.59 -2.75
F -0.19 1.43 -1.09
C 3.01 1.03 3.56
C 4.97 2.28 2.88
C 3.80 0.89 -2.32
C -3.53 -0.04 0.60
F 6.06 0.37 -2.76
C 5.09 1.29 -2.65
C 4.55 2.20 1.55
H -5.69 -5.01 -2.10
C -1.95 0.23 0.26
P -4.00 -3.28 -0.30
F -1.21 -0.93 -0.29
C 3.36 1.55 1.23
P -4.99 -3.76 -2.23
F 4.60 1.75 5.15
C 5.39 2.63 -2.86
C 2.79 1.84 -2.20
H 5.89 2.79 3.15
F -3.62 -0.41 2.03
N -3.76 -4.15 3.05
S -4.42 -1.20 -0.58
H 2.43 0.58 4.36
C 2.59 0.97 2.24
F -2.40 1.52 -2.00
H 1.78 1.54 -1.94
F -4.22 1.30 0.48
C -5.08 -3.44 1.26
O -4.54 -4.61 2.02
O -2.95 -5.05 3.28
H 4.60 4.64 -2.92
F -1.29 0.55 1.58
H -2.57 -3.11 -0.35
H 5.15 2.65 0.77
C 3.08 3.19 -2.42
H 1.66 0.46 1.99
H 3.59 -0.17 -2.16
H -5.96 -2.77 -2.62
O -5.96 -1.01 -0.30
C 4.20 1.69 3.87
O -3.89 -3.96 -3.38
H 2.29 3.94 -2.33
H 3.03 1.50 0.20
```

As for the total charge: 0. Its max |F| is 0.1809 Eh/bohr. The calculation puts the molar mass at 693.20 g/mol. The calculation puts the orbital gap at 0.271 hartree. For the HOMO energy, the calculation gives -9.125 eV.

No. 2
Formula: C39H88O4
Source: OMol25
Level of theory: ωB97M-V/def2-TZVPD

```
131
Properties=species:S:1:pos:R:3
H 1.12 5.29 1.18
H 3.60 3.06 -4.21
H 2.94 -6.10 -4.52
H -0.10 -4.36 3.06
H -3.88 2.93 -4.15
H 1.62 6.97 1.02
H -1.07 -4.82 6.35
C -3.17 -4.65 5.99
H 2.63 2.80 -1.68
H -3.03 -4.35 4.94
H 1.08 5.02 -1.29
C -1.09 -6.22 2.64
C -0.88 -4.73 2.39
C 1.63 5.86 -0.85
H 3.21 -2.98 1.88
H 0.30 8.42 -2.81
C -4.01 3.80 -3.50
H -5.29 -4.37 5.86
H 5.53 -4.97 -3.31
H 0.38 2.84 -0.80
H -0.23 8.01 -1.20
H -4.43 -2.93 6.36
H 4.80 2.97 -2.91
C 4.37 2.43 -3.75
H 4.52 -6.87 -4.55
C -4.00 3.32 -2.04
H -2.01 -4.61 7.81
C 0.21 7.59 -2.11
H -1.73 7.00 -2.81
H 2.47 -2.79 0.29
H 2.86 -3.60 -5.70
H -5.80 -6.22 7.62
H 4.17 3.21 1.90
H -6.57 2.73 -5.60
H 4.32 -2.93 -2.84
O 1.76 1.29 3.89
H 0.89 -0.41 0.69
C -4.80 -4.33 7.96
H 4.79 -4.40 -4.79
C -6.67 2.52 -4.53
H 3.24 3.42 3.41
C 0.94 0.30 1.52
C -0.53 -4.40 0.94
C -6.58 3.81 -3.71
H 1.48 2.40 1.30
C 2.44 -2.88 -5.00
C 2.38 -3.48 -3.59
C 3.89 -6.18 -3.98
H -5.17 4.84 -4.97
H -0.89 5.73 -1.96
H -4.09 -6.39 8.02
H 4.54 0.90 2.28
H 3.08 1.98 -0.18
C 4.00 1.40 3.09
H -5.71 -3.79 8.22
H 1.90 -5.05 2.28
H -2.41 -2.19 7.20
C 0.47 1.78 -0.50
H 2.87 -5.21 0.84
H -0.25 2.10 1.48
C 2.01 -4.68 1.26
O 2.27 0.14 2.05
H -5.26 -5.99 9.28
C -1.61 -2.78 6.75
H 1.74 -4.36 -3.60
C -4.06 4.47 -1.04
H -3.22 5.15 -1.18
H -1.01 5.24 -4.40
C 1.61 7.05 -1.80
H -1.47 -2.43 5.72
H 0.20 0.00 2.26
H -5.89 1.81 -4.25
H -0.47 -3.31 0.83
H 2.66 5.51 -0.74
H -4.98 5.05 -1.13
H 1.89 -2.76 -2.92
H -0.69 -2.56 7.30
H -0.18 6.75 -4.76
H 0.67 5.45 -3.93
H 3.53 -0.07 -1.80
C 0.66 1.72 1.02
H 4.76 1.17 -1.51
C 3.77 0.99 -1.95
H -1.90 -6.61 2.01
H -7.41 4.47 -3.99
H -5.32 5.51 -3.36
C -5.27 4.56 -3.91
H 3.68 -6.64 -3.01
H 2.21 7.86 -1.37
C -0.75 6.54 -2.68
H 4.45 1.06 4.04
C 4.56 -4.83 -3.81
H 3.22 -1.16 -6.06
H -1.79 -4.19 2.66
C 0.77 -5.03 0.43
H -6.72 3.58 -2.65
H 5.01 3.29 3.44
H -4.02 -3.94 8.61
H -3.08 2.75 -1.88
C -0.29 5.96 -4.02
C 3.74 -3.84 -2.99
H -4.01 4.10 -0.01
C 2.73 1.81 -1.21
H 2.11 6.77 -2.73
H -7.63 2.03 -4.38
C 4.10 2.92 2.96
H 0.66 -6.11 0.39
H 2.78 -0.83 -4.39
H -0.47 1.29 -0.78
C 1.06 6.16 0.54
H 1.41 -2.70 -5.34
H -1.35 -4.72 0.29
H -4.83 2.63 -1.86
H -3.27 -5.74 5.98
C 2.31 -3.19 1.29
H -3.14 4.44 -3.67
H 4.26 -1.71 -4.76
H 0.02 6.47 0.49
C 3.22 -1.57 -5.05
H 1.50 -2.63 1.75
H -0.20 -6.80 2.43
H -1.36 -6.40 3.68
C -5.00 -5.82 8.23
O 3.79 1.20 -3.34
C 2.57 0.95 3.08
C -1.92 -4.27 6.77
H 5.14 2.22 -4.49
C -4.47 -4.02 6.50
H 3.58 -4.26 -1.99
H 0.93 -4.70 -0.60
O 1.49 1.13 -1.23
```

As for the total charge: 0. Its max |F| is 0.0209 Eh/bohr. The calculation puts the molar mass at 621.13 g/mol. The calculation puts the orbital gap at 0.385 hartree. As for the SMILES: CCC(=O)OCCCOCCOC.CCCCCC.CCCCCC.CCCCCC.CCCCCC.CCCCCC. For the HOMO energy, the calculation gives -9.860 eV.

No. 3
Formula: C27H32BF3O5
Source: OMol25
Level of theory: ωB97M-V/def2-TZVPD

```
68
Properties=species:S:1:pos:R:3
C -0.90 -3.88 -1.15
O -0.72 -1.06 -1.82
C 1.19 3.50 -1.33
H -3.42 -5.89 1.35
C -3.53 -0.56 -0.14
C 1.90 -2.38 -0.66
C 0.20 5.19 0.08
C -0.25 7.31 1.25
C 0.86 -1.98 0.21
H -3.82 -4.25 1.93
H 0.81 7.52 1.47
H 2.59 -2.39 3.16
H -0.75 6.87 2.12
C -0.82 1.19 -2.36
C 3.37 -2.88 1.20
C -1.72 -4.86 -0.56
H -4.39 0.03 -0.54
H 0.43 -1.50 2.29
O -1.64 -3.12 0.85
H -1.67 2.28 0.06
C 4.71 -3.33 1.70
H -3.09 1.66 0.92
H -0.11 1.34 -1.53
H 3.49 0.13 1.99
F 5.55 -3.65 0.67
C 0.69 4.75 -1.18
H 3.93 1.43 0.80
H 3.87 -3.23 -0.86
C 1.60 1.22 -0.41
H -3.70 -0.67 0.95
C 0.39 4.37 1.23
C 2.39 -2.40 2.08
C 3.12 -2.86 -0.17
C 1.18 -1.93 1.60
H -2.41 -5.17 2.59
H 0.99 2.45 1.97
H -0.38 -3.96 -2.11
C 3.45 0.44 0.93
H -0.22 0.96 -3.25
O -0.38 6.43 0.12
H 0.13 4.74 2.23
H -3.35 -1.19 -2.66
O 2.04 0.58 0.64
F 5.35 -2.33 2.39
C 1.22 2.60 -0.21
H -3.47 0.56 -3.01
C -2.13 -4.38 0.66
C -2.22 0.20 -0.42
F 4.63 -4.41 2.53
B -0.45 -1.23 -0.44
C -2.99 -4.94 1.68
H 0.64 5.43 -2.05
H 1.89 0.79 -1.42
H -1.37 2.14 -2.46
H 1.61 3.22 -2.32
C -0.82 -2.83 -0.23
H 3.91 -0.30 0.22
C 0.84 3.08 1.08
H -0.75 8.23 0.93
O -1.14 -0.32 0.39
C -2.55 1.64 -0.04
H -3.21 2.06 -0.81
C -1.67 0.01 -1.93
H 1.72 -2.32 -1.74
H -1.95 -5.84 -0.97
H -2.34 -0.45 -3.94
H -3.59 -1.57 -0.57
C -2.77 -0.30 -2.94
```

As for the total charge: 0. Its max |F| is 0.0551 Eh/bohr. For the energy above the lowest of the compared OMol25 structures with the same formula, charge and spin, the calculation gives 4.906 eV. The calculation puts the molar mass at 504.35 g/mol. The calculation puts the orbital gap at 0.129 hartree. For the HOMO energy, the calculation gives -5.696 eV.

Question: Among the records above, which one has the lowest orbital gap?
Answer: C27H32BF3O5